Entry 1:
Formula: C33H49AuCl3N2O3PSi
Source: the OMol25 dataset
Level of theory: ωB97M-V with the def2-TZVPD basis set

Results
* spin multiplicity: 3
* E_HOMO (alpha / beta): -8.04 / -8.61 eV
* <S²>: 2.01
* frontier orbital gap (alpha / beta): 8.6 / 6.1 eV
* relative energy (zero: lowest compared OMol25 entry of this formula, charge and spin): 2.1425 eV

```
93
Properties=species:S:1:pos:R:3:lowdin_spin:R:1
C 1.9028 -3.1598 -1.6646 -0.001
C 2.3002 -2.1459 -2.7146 -0.001
H 1.1546 -3.8234 -2.1530 0.000
H 1.4406 -2.7077 -0.7829 0.000
H 2.7665 -3.7913 -1.3554 0.000
C 2.5590 -2.6048 -3.9303 0.010
C 2.5955 -4.0559 -4.2797 0.002
H 2.7862 -1.9574 -4.7945 0.001
H 1.6521 -4.5343 -3.9891 0.000
H 3.4097 -4.5617 -3.7456 0.000
H 2.7401 -4.2353 -5.3462 0.000
Au 1.7213 0.2707 0.7688 0.478
Cl 1.6846 2.7178 0.6587 0.262
Cl 3.7172 -1.0238 1.0453 0.188
C -1.3315 3.7422 0.7728 0.000
O -2.2489 2.9366 0.9682 0.000
N -1.3873 4.7967 -0.0531 0.000
C -2.6294 5.0908 -0.7435 0.000
C -0.2184 5.6040 -0.3799 0.003
H -0.3514 3.6428 1.2739 0.001
H -3.4701 4.8282 -0.0936 0.000
H -2.7112 4.5257 -1.6837 0.000
H -2.6521 6.1560 -0.9835 0.000
H 0.4020 5.7217 0.5164 0.002
H -0.5532 6.5837 -0.7296 0.000
H 0.3921 5.1419 -1.1719 0.001
H -0.1875 -5.2449 -0.7570 0.000
H -2.7978 -3.7885 -1.0895 0.000
C -0.7702 -5.6170 0.0965 0.000
C -2.9585 -4.4995 -0.2685 0.000
N -1.7676 -4.6625 0.5374 0.000
H -0.0867 -5.8278 0.9214 0.000
C -1.4969 -3.7549 1.4979 0.000
O -2.2619 -2.8395 1.8246 0.000
H -3.7838 -4.1583 0.3569 0.000
H -0.5143 -3.9085 1.9825 0.000
H -1.2693 -6.5392 -0.2064 0.000
H -3.2015 -5.4677 -0.7014 0.000
O 2.2553 -0.1059 -1.1489 0.706
C 2.5949 -0.6098 -2.3823 0.068
C 1.2065 -0.1136 -4.5052 0.008
C 2.0645 0.3381 -3.5072 0.056
H 0.7763 -1.1110 -4.4441 0.001
C 0.8804 0.6789 -5.6100 0.003
H 3.7045 -0.5448 -2.3887 0.025
C 2.4618 1.6764 -3.5216 0.003
H 0.2035 0.2871 -6.3603 0.001
C 1.4000 1.9629 -5.6985 0.001
C 2.1888 2.4553 -4.6551 0.001
H 2.9424 2.0998 -2.6331 0.000
H 1.1193 2.6055 -6.5378 0.000
H 2.5277 3.4852 -4.6966 0.000
Si -2.5029 0.1907 -2.5132 0.000
Cl -1.4017 -1.5299 -2.7619 0.000
C -3.3021 0.6004 -4.1417 0.000
C -1.1180 1.5060 -2.2998 -0.001
C -2.6968 -0.0858 -0.6425 0.001
H -3.7306 1.6094 -4.1347 0.000
H -4.0539 -0.1234 -4.4795 0.000
H -2.4641 0.5905 -4.8597 0.000
H -3.0575 -1.0897 -0.3907 0.000
H -3.2198 0.7004 -0.0780 0.000
H -1.6594 -0.0491 -0.2840 0.001
H -0.4970 1.6201 -3.2018 0.000
H -0.4504 1.1901 -1.4732 -0.001
H -1.5501 2.5007 -2.0155 0.000
C -1.5780 0.2208 2.6280 0.030
P 0.2204 0.3823 2.6568 0.105
C 0.3750 1.8304 3.7331 0.003
C 1.6649 2.1670 4.1686 0.003
C 1.8336 3.1169 5.1708 -0.001
C 0.7323 3.7945 5.6989 0.004
C -0.5497 3.5068 5.2189 0.000
C -0.7220 2.5793 4.1818 0.004
C 0.6418 -0.9702 3.8256 0.010
C -0.3190 -1.8326 4.3710 0.007
C 0.0117 -2.6034 5.4898 -0.001
C 1.3268 -2.6129 5.9796 0.006
C 2.3121 -1.8707 5.3312 -0.001
C 1.9860 -1.0898 4.2208 0.005
H -1.9711 1.0214 1.9923 0.000
H -2.0130 0.3305 3.6302 0.006
H -1.8876 -0.7592 2.2434 0.000
H 2.5319 1.6938 3.7059 0.000
H 2.8383 3.3061 5.5750 0.000
H 0.8656 4.5519 6.4907 0.000
H -1.4186 4.0113 5.6439 0.000
H -1.7077 2.4604 3.7502 0.000
H -1.3035 -1.9302 3.9029 0.001
H -0.7599 -3.1955 5.9783 0.000
H 1.5831 -3.2142 6.8604 0.000
H 3.3501 -1.8823 5.6811 0.000
H 2.7602 -0.5958 3.6331 0.000
```

=====

Entry 2:
Formula: C33H49B3F15O13
Source: the OMol25 dataset
Level of theory: ωB97M-V with the def2-TZVPD basis set

Results
* spin multiplicity: 1
* E_HOMO: -3.82 eV
* total charge: -1
* frontier orbital gap: 5.8 eV

```
113
Properties=species:S:1:pos:R:3:mulliken_charge:R:1
C 1.2922 -4.7138 4.5900 -1.174
C 0.2680 -4.7420 3.4364 -0.611
C 0.0984 -3.3760 2.7644 0.672
C -1.1190 -3.2912 1.8201 -1.501
B -2.2427 -2.1175 2.1602 -1.448
C -1.7889 -0.5585 1.7036 -0.379
C -0.2883 -0.2077 1.5744 -0.922
C 0.3264 0.4604 2.7783 0.742
C -0.1218 1.7299 3.1355 -0.217
C 0.3988 2.3934 4.2351 -0.750
C 1.3884 1.7919 5.0046 -0.555
C 1.8511 0.5379 4.6557 -1.018
C 1.3295 -0.1212 3.5500 -0.178
B -2.7421 -2.2033 3.8096 1.073
C -1.9620 -1.5896 5.0713 -0.877
O -3.9249 -2.8662 4.1846 -0.586
B -3.6487 -2.4629 1.2175 1.417
O -4.8127 -1.6638 1.2280 -0.715
O -3.7859 -3.5013 0.2896 -0.692
H 0.8044 -4.7913 5.5626 0.284
H 2.0474 -5.4956 4.5035 0.361
H 1.8239 -3.7578 4.5923 0.228
H -0.7058 -5.0691 3.8063 0.331
H 0.6273 -5.4482 2.6839 0.370
H 1.0181 -3.2154 2.1810 0.275
H 0.0880 -2.5959 3.5287 -0.447
H -1.6210 -4.2648 1.8390 0.450
H -0.7712 -3.1636 0.7860 0.240
H -2.2477 -0.3236 0.7349 -0.002
H -2.2258 0.1651 2.4077 0.402
H -0.2057 0.5392 0.7717 0.256
H 0.3171 -1.0579 1.2548 0.308
H -0.8947 2.1983 2.5358 0.427
H 0.0190 3.3728 4.5015 0.363
H 1.7900 2.2978 5.8735 0.381
H 2.6182 0.0547 5.2489 0.406
H 1.6782 -1.1092 3.2807 0.598
H -2.6735 -1.2133 5.8258 0.429
H -1.4067 -2.3894 5.5742 0.210
H -1.2850 -0.7676 4.8345 0.085
H -4.3040 -2.4466 4.9647 0.244
H -4.6153 -0.8342 1.6698 0.261
H -4.5170 -3.2813 -0.3013 0.221
C -4.2190 0.2759 -2.5616 -0.886
C -2.9785 -0.4961 -2.9418 -0.204
O -2.1220 0.2807 -3.8268 -0.270
C -1.3404 1.1599 -3.2267 0.340
O -1.2759 1.3797 -2.0568 -0.543
C -0.4436 1.8603 -4.2701 0.842
F -1.1402 2.2337 -5.3487 -0.192
F 0.5258 1.0252 -4.6727 -0.273
F 0.1282 2.9405 -3.7472 -0.254
H -4.7467 0.6094 -3.4546 0.041
H -4.8806 -0.3608 -1.9755 0.472
H -3.9755 1.1559 -1.9671 0.313
H -3.2328 -1.3821 -3.5200 0.290
H -2.4101 -0.8119 -2.0678 0.281
C 3.0493 2.0591 1.4457 -0.794
C 3.8687 2.5394 0.2727 -0.482
O 5.2922 2.5051 0.5579 -0.307
C 5.8939 1.3416 0.4174 0.282
O 5.4252 0.2995 0.0726 -0.525
C 7.3994 1.5110 0.7189 1.025
F 7.6086 2.2352 1.8237 -0.269
F 8.0013 2.1393 -0.3040 -0.279
F 7.9863 0.3289 0.8790 -0.256
H 3.2865 2.6286 2.3450 0.297
H 1.9881 2.1732 1.2330 0.306
H 3.2408 1.0087 1.6571 0.342
H 3.6648 3.5849 0.0516 0.342
H 3.6699 1.9577 -0.6266 0.369
C 10.5627 0.7311 2.6970 -1.019
C 11.7668 0.2982 3.5013 -0.403
O 11.6361 0.6657 4.8929 -0.309
C 10.9172 -0.1509 5.6452 0.339
O 10.3744 -1.1604 5.3134 -0.503
C 10.9088 0.3654 7.1014 0.905
F 10.6876 1.6812 7.1527 -0.246
F 12.0994 0.1199 7.6695 -0.257
F 9.9715 -0.2505 7.8079 -0.236
H 10.3924 1.8017 2.8136 0.312
H 10.7197 0.5146 1.6411 0.412
H 9.6639 0.2104 3.0224 0.340
H 12.6662 0.8100 3.1658 0.322
H 11.9389 -0.7748 3.4267 0.345
C -7.5131 4.3416 -6.4338 -0.858
C -7.9622 4.6290 -5.0185 -0.239
O -8.4555 3.4374 -4.3722 -0.358
C -7.5298 2.6299 -3.8718 0.420
O -6.3482 2.7938 -3.9025 -0.491
C -8.2109 1.4309 -3.1780 0.826
F -9.2203 0.9499 -3.9125 -0.272
F -8.7056 1.8300 -2.0008 -0.272
F -7.3427 0.4499 -2.9871 -0.177
H -8.3213 3.8826 -7.0038 0.297
H -7.2201 5.2694 -6.9247 0.385
H -6.6627 3.6616 -6.4431 0.092
H -8.8030 5.3190 -5.0046 0.325
H -7.1582 5.0565 -4.4210 0.303
C -3.0233 -3.1443 -8.0006 -1.211
C -2.3632 -2.0975 -7.1320 -0.058
O -2.9582 -0.7966 -7.3333 -0.319
C -4.0828 -0.5699 -6.6763 0.418
O -4.6652 -1.3165 -5.9488 -0.545
C -4.5480 0.8792 -6.9301 0.868
F -4.4751 1.2065 -8.2263 -0.290
F -3.7746 1.7234 -6.2448 -0.168
F -5.8050 1.0389 -6.5273 -0.222
H -2.9880 -2.8468 -9.0491 0.303
H -2.5063 -4.0967 -7.8886 0.400
H -4.0668 -3.2832 -7.7207 0.307
H -1.3172 -1.9666 -7.3984 0.410
H -2.4161 -2.3573 -6.0758 0.155
```